{"formula": "C3H2NO3", "method": "ωB97M-V/def2-TZVPD", "elements": ["O", "C", "N", "C", "O", "C", "O", "H", "H"], "xyz": [[-1.7175, 0.5411, 0.8269], [-1.5192, 0.2871, -0.3353], [-0.6156, -0.5404, -0.8214], [0.4432, -0.8332, -0.1490], [1.1633, -2.0053, -0.2513], [1.2419, 0.3151, 0.5526], [1.1820, 1.4665, 0.1493], [-2.2944, 0.6305, -1.1238], [2.1163, 0.1386, 1.1520]], "forces_ev_per_a": [[-0.4, 0.7, 1.7], [-1.7, 0.3, -1.6], [-0.2, -0.9, -1.0], [4.7, -4.6, 0.0], [-3.0, 5.3, 0.8], [0.0, 1.2, -1.9], [-0.6, -0.8, 0.3], [1.0, -0.1, 0.7], [0.3, -1.2, 1.0]], "molar_mass_g_mol": 100.053, "total_charge": -1, "e_above_lowest_kj_mol": 153.7, "smiles": "O=C/N=C(/[O-])C=O", "fmax_ev_per_a": 6.6}